The following is a quantum chemistry calculation of a cluster of 6 separate species, C11H32BrO5 in total in a non-equilibrium geometry, from the OMol25 dataset.

Summary:
Energy relative to the best compared isomer or geometry (same formula, charge and spin) ... 0.0 kcal/mol
HOMO-LUMO gap ... 8.99 eV
Highest occupied orbital energy ... -5.88 eV
Largest force on an atom ... 0.0212 hartree/bohr
Charge ... -1

```
49
Properties=species:S:1:pos:R:3:forces:R:3
Br -0.46308 0.30362 0.47436 0.1212 0.0439 -0.1421
O -0.85796 3.23425 2.11082 0.2206 0.1280 -0.2798
O 0.59635 0.43962 -2.74892 0.5253 0.0306 0.2440
O 0.22315 -3.10918 1.10256 0.3437 -0.1607 -0.2213
O -3.14734 -1.76248 0.53692 -0.0654 -0.1344 -0.2790
O -0.74040 -0.68935 3.75816 -0.0542 0.0174 0.2318
C -0.86509 0.42547 4.62586 -0.1088 -0.0472 -0.6996
C 2.09991 -3.72516 -0.31595 0.1146 -0.2055 -0.4921
C -1.07793 4.42951 1.36315 0.2327 -0.5934 0.1137
C 2.86108 0.33117 -1.87553 0.2901 -0.1203 0.2840
C -0.45602 5.58113 2.13154 -0.5734 0.3129 0.1819
C -0.30140 -3.71883 -1.17059 -0.0699 -0.0685 -0.1090
C -0.47692 4.31881 -0.02563 0.2357 0.5253 -0.3869
C 2.11703 -0.91798 -3.94578 0.1828 -0.6811 0.1881
C 0.62918 -3.93887 0.01364 -0.0917 0.4948 0.4781
C 1.74367 -0.41259 -2.56896 -0.9425 0.4097 -0.3606
C -3.81056 -1.91817 -0.70236 0.0523 0.1034 0.2927
H -0.45903 5.30264 -0.51109 -0.1681 -0.0563 0.0361
H 3.23536 1.16837 -2.46839 -0.1776 0.0370 -0.0583
H -0.69243 5.49450 3.19360 0.0866 -0.1257 -0.0090
H 2.49679 0.69344 -0.91180 0.0684 0.0915 -0.0337
H -0.37482 -2.65407 -1.40776 0.1000 0.0194 0.0465
H 0.50968 -4.95044 0.41582 -0.0112 -0.0392 -0.2117
H -4.15653 -2.94627 -0.84130 0.1415 -0.0788 0.2339
H -3.12695 -1.69135 -1.52383 -0.2237 0.1482 -0.1802
H -2.47607 -1.06859 0.40934 0.0269 -0.1719 0.3107
H 1.31866 -1.51932 -4.38422 -0.1695 0.2195 0.0353
H -1.00310 3.63497 -0.69022 -0.0384 -0.1479 0.1645
H 0.62527 5.61264 2.00675 0.0514 -0.0605 -0.0017
H -1.49386 0.14569 5.47102 0.0992 -0.0696 0.1178
H 0.57114 4.01351 0.03694 -0.0677 -0.1648 0.1067
H 0.32840 0.69028 -1.84465 -0.2542 -0.0863 -0.1852
H 3.71004 -0.33221 -1.67900 -0.0575 -0.0355 0.0002
H -0.66574 -0.35701 2.85017 0.0259 -0.1260 0.0079
H -0.64310 2.51962 1.48271 -0.1720 -0.1334 0.2905
H -1.35472 1.25155 4.10015 0.1038 0.1157 0.1734
H 2.41736 -4.41322 -1.11078 -0.0168 -0.0589 0.1745
H 2.71601 -3.89255 0.56557 0.0175 0.0235 0.0375
H 0.32927 -2.17919 0.83910 -0.2306 -0.0319 0.0917
H -2.16367 4.55640 1.28411 -0.0243 0.2649 -0.0253
H -1.30460 -4.05227 -0.90539 -0.0279 0.0084 -0.0348
H 2.97129 -1.60075 -3.86371 0.0970 0.2460 -0.0814
H 1.40282 -1.23538 -1.93225 0.2756 -0.1409 -0.0554
H 0.12088 0.75200 4.96943 -0.0502 0.1097 0.1707
H -4.70427 -1.28309 -0.71851 0.0757 0.1106 -0.3554
H 2.30571 -2.72602 -0.70824 -0.1642 0.0900 0.2114
H 2.35262 -0.09248 -4.61561 0.0637 0.0446 0.0021
H -0.89295 6.53029 1.80314 0.1939 -0.0026 -0.1227
H 0.02687 -4.24264 -2.07443 0.0137 -0.0539 0.0999
```
Forces are in eV/Å.